1.
The following is a quantum chemistry calculation of a 11-piece molecular cluster, C79H177N11O11 overall in a non-equilibrium geometry, from OMol25.

Structure (XYZ):
```
278
C79H177N11O11 ωB97M-V/def2-TZVPD
H 6.203 -7.712 -2.390
H -1.686 0.354 13.034
H 1.444 0.890 -10.688
C -1.551 -2.892 -1.813
H -1.871 -2.244 1.018
C 1.022 0.844 12.955
H -7.136 -1.518 9.605
H 2.855 -2.211 -7.927
H 8.121 2.171 1.472
H 4.624 -5.616 -0.727
C -2.360 1.719 -0.906
C 6.909 4.837 -6.358
H -6.047 6.118 -12.182
H 1.234 6.222 6.215
N 2.720 -1.399 -10.582
H -5.702 5.279 -10.774
O 0.668 1.137 -8.803
C 9.369 3.105 6.694
H 7.821 4.746 3.039
C -3.474 -1.506 -0.941
H -0.598 2.662 -8.418
H 0.650 6.998 4.262
C 1.012 7.785 4.923
H -0.225 2.464 -10.108
H 10.520 5.349 6.101
H -5.457 -1.204 -12.130
H -3.881 -1.158 -1.890
C 0.272 7.184 8.628
O -0.686 0.138 10.871
H -7.709 8.237 -11.834
H -5.417 -5.034 -8.675
H -8.496 -2.587 -13.759
H 0.882 -14.650 4.697
H 6.562 3.547 -4.692
C -0.225 8.489 5.621
H -1.446 -13.589 2.028
C -1.887 -13.513 4.873
H -1.975 -2.777 -2.810
H 8.301 3.482 -7.078
H -7.173 -0.828 -12.508
C -1.233 -1.615 0.398
H 0.351 -2.382 13.832
C -6.982 -2.787 7.533
H -5.485 10.236 -10.126
H 1.897 0.749 10.287
H -1.054 -9.757 5.654
C 5.541 -5.249 -1.188
H -0.097 -2.804 9.464
C -6.449 5.959 -11.182
C 11.785 3.117 6.040
H 2.719 8.877 6.820
C 1.889 -2.488 11.412
N 0.083 -0.854 11.417
H -6.351 -2.580 -8.722
H 1.236 -2.394 8.478
H 1.627 -13.010 4.773
C -6.750 -1.473 -10.486
H 1.673 8.566 4.546
H 0.828 1.312 -2.373
C -5.155 -4.840 -9.715
O 7.445 -8.487 -0.953
H -8.485 -3.850 -10.172
H -4.983 -2.346 -9.774
C -7.624 -4.473 -9.931
H 0.969 3.235 -8.958
H -7.765 9.055 -10.263
H 12.639 3.347 5.403
C 0.281 -0.521 12.810
H -5.139 -5.824 -10.182
H 2.787 -2.804 10.882
C -1.072 -0.426 13.486
H 6.777 5.199 -4.148
O -1.830 -0.235 -3.102
H -0.634 -0.328 2.101
N -6.568 -0.905 9.037
O 0.662 -11.207 3.280
H -0.490 -14.869 2.754
C -0.612 -13.787 2.701
H 7.593 3.733 -10.572
H 1.188 1.081 14.006
C -8.222 -3.090 -12.831
H -1.600 -0.156 10.843
C -1.062 0.938 -1.139
H -8.071 8.779 -7.678
H -4.128 -4.499 -9.848
C -0.068 1.803 -1.995
C -3.067 -12.816 4.256
C 0.980 8.362 7.852
H 0.650 0.423 0.249
C -7.754 8.083 -10.756
H -7.851 -5.438 -10.384
H 5.258 5.209 -7.487
H 11.922 2.110 6.432
N -6.493 7.119 -8.817
H -0.214 1.734 0.715
H -8.272 -5.057 7.201
C 1.179 -1.376 10.531
C -6.205 -3.992 -10.354
C -6.134 -0.438 6.733
H -1.975 -13.316 5.941
C 8.831 4.402 3.262
H -2.239 2.682 -0.409
H -2.152 7.800 6.223
N -1.384 -0.357 -1.825
O -0.936 9.736 7.459
H -6.057 0.647 6.795
H -5.123 -0.844 6.760
C -6.050 -2.573 -9.769
C -8.154 -4.750 8.240
H 2.472 -1.107 -11.516
H 0.933 -1.330 -9.477
H -2.061 -11.456 1.859
C -1.340 -9.424 4.656
O -7.534 6.296 -8.322
H 6.839 2.264 3.375
C -5.572 7.458 -6.551
H -1.202 -9.970 1.889
H 5.320 -5.162 -2.252
H -8.623 7.539 -10.387
H -2.127 -14.575 4.817
C 7.280 3.775 -7.322
C 9.135 5.423 4.441
C -1.110 -0.227 1.125
H -0.499 2.138 -2.938
O 7.123 4.340 -8.606
C 9.014 2.093 2.091
C -4.937 9.298 -10.036
H -2.235 -8.814 4.779
H 8.226 -5.160 -0.969
H -5.284 8.514 -11.815
C 10.479 4.855 5.130
H 1.393 -1.215 14.551
H -7.006 10.067 -8.334
H -0.838 10.641 7.154
H -0.670 6.786 8.251
H -7.998 -0.749 7.584
C -0.504 -13.136 4.114
H -6.467 -0.530 5.699
H 8.452 -6.692 -1.434
H -6.419 6.985 -6.054
H 0.005 -1.137 8.829
C -6.071 8.159 -7.827
H -1.659 -1.344 13.506
C -1.614 -10.763 3.905
H 3.155 -0.403 10.686
H 7.975 2.500 -9.393
C 6.349 -7.698 -1.310
C 10.401 3.398 5.533
H 6.637 2.905 -7.190
C -2.950 -11.363 4.506
H -2.971 1.773 -1.806
H 2.794 -2.988 13.213
C 1.693 0.672 -9.649
H 4.961 4.276 -6.281
H -6.826 0.041 9.277
C -5.896 -2.826 -14.003
C 2.215 -0.285 10.148
C 7.569 2.339 4.181
N 5.447 5.135 -6.497
H -3.767 -0.813 -0.152
C -5.219 8.074 -10.820
C -6.492 -1.526 -12.020
H 0.904 6.304 8.744
N -6.027 -3.918 -11.878
H 8.944 2.101 6.679
H 6.954 -6.314 0.128
C -1.941 -10.546 2.447
H 2.702 1.053 -9.486
C 8.890 2.836 3.519
H 0.547 -13.502 6.006
H 8.308 5.287 5.138
H -1.914 -3.807 -1.343
C -1.309 7.333 5.713
H -0.883 6.544 6.333
H 9.340 1.058 2.188
H -6.086 -3.298 7.885
H -1.079 9.304 3.782
H 1.990 0.816 12.456
H -6.246 -2.048 -14.681
H 5.426 -7.849 -0.750
C 1.852 7.053 5.876
C -0.723 9.694 4.735
H -1.169 -0.806 -3.501
C -6.705 -2.904 -12.654
H 8.156 4.194 -4.603
H 7.794 1.327 4.518
C 0.723 -13.598 4.934
H -0.422 -8.933 4.336
H 2.900 7.374 7.787
H 2.061 9.072 9.586
C -7.016 -1.212 7.683
H 6.385 2.687 -9.728
O -6.068 -5.217 -12.442
H 0.288 -13.466 2.177
H -2.790 -9.878 2.301
H -7.219 -5.133 8.650
C 1.300 9.435 8.896
H -6.992 -2.951 6.455
H 11.278 1.194 3.893
H -4.589 9.894 -8.048
H -4.829 -2.673 -13.845
H 2.617 -2.403 -10.627
N 7.864 -5.883 -1.573
H 3.414 -0.584 -8.092
H 2.030 -0.804 -7.244
H 5.813 -4.260 -0.821
H -0.298 -2.170 0.326
H -1.618 10.243 5.027
O -8.049 -3.369 8.249
H 0.109 10.360 4.507
H -7.766 -4.708 -8.876
H 7.492 5.725 -6.601
H 2.697 6.604 5.354
H 9.907 2.553 1.668
N 10.092 2.588 4.315
H 1.770 10.360 8.560
H -3.139 -12.930 3.174
H -1.665 7.070 4.717
H 1.247 -3.368 11.450
C 7.276 3.305 -9.621
H -3.023 1.256 -0.175
H -0.465 -2.881 -1.900
C 7.132 4.460 -4.866
H -6.963 9.705 -6.633
H -3.908 8.347 -8.366
H -0.954 -0.168 14.538
C -0.384 0.770 0.235
H -5.309 -5.150 -13.027
H -3.873 -2.508 -0.782
H -4.023 -13.105 4.694
H -4.342 7.426 -10.837
H 6.025 -9.809 -0.029
H -5.891 -3.711 -14.640
C -7.091 9.252 -7.616
C 1.068 -1.599 13.584
C 2.514 -1.197 -8.138
H -5.113 8.024 -5.740
H -7.466 5.588 -11.315
C 0.572 -1.975 9.234
H -3.919 9.592 -10.293
C 6.645 -6.294 -0.917
H -8.498 -4.142 -12.770
H -8.882 -2.651 -12.083
H -7.040 5.497 -8.124
C -1.918 -1.538 -1.084
H -8.930 -5.112 8.915
H 3.065 -1.254 12.793
H 0.498 1.723 12.579
H -6.406 -0.518 -10.090
H -7.784 -1.599 -10.166
H 7.275 2.986 5.007
C 1.897 -0.822 -9.511
C 2.267 7.924 7.091
H 2.489 -0.416 9.101
H 11.882 3.753 6.920
H 0.350 2.630 -1.420
H 9.389 4.757 2.395
O 10.451 1.237 4.380
N -0.419 -11.644 4.094
N 0.137 9.064 6.841
H 11.421 5.203 4.706
C 7.037 -9.716 -0.425
H 9.266 6.425 4.032
H 0.537 9.784 9.591
H 9.842 3.347 7.646
C -6.495 7.287 -10.323
H 7.141 -10.502 -1.172
H 7.816 -9.767 0.335
C 2.347 -2.073 12.824
C 0.218 2.461 -9.112
H -4.844 6.693 -6.822
H -2.856 -11.252 5.586
H -2.150 0.076 1.240
H 0.341 -11.592 2.461
H -3.901 -10.994 4.123
C -4.809 8.939 -8.527
H 0.003 7.495 9.637
H 8.520 3.788 6.696
```

Values from the calculation:
Energy above the lowest of the compared OMol25 structures with the same formula, charge and spin ... 168.1 kcal per mole
Multiplicity ... 1
Total charge ... 0
E_LUMO ... 0.338 eV
Gap between HOMO and LUMO ... 0.30397 Ha
HOMO energy ... -7.933 eV

---

2.
The following is a quantum chemistry calculation of C41H36GeN2O2SW as an isolated structure in a non-equilibrium geometry, from OMol25.

Structure (XYZ):
```
84
C41H36GeN2O2SW ωB97M-V/def2-TZVPD
C -4.690 0.421 2.292
C 2.483 -4.032 0.006
H 2.349 -6.116 0.546
H -3.643 -3.145 -0.800
C -4.478 1.436 0.133
H -5.389 1.965 0.398
C -0.275 4.414 -0.349
H 4.604 -6.674 -0.287
H -2.309 4.743 -0.875
C -0.528 -2.692 1.773
H 3.247 0.277 -1.507
C 1.313 -1.444 2.696
C 2.321 5.365 -0.137
H 5.029 2.865 1.022
W 0.280 1.390 0.234
H 3.915 6.825 -0.179
C 5.009 -4.661 -0.951
C 2.968 -5.349 0.098
H -1.296 -1.668 -1.247
C 5.316 -2.381 -1.713
C -0.765 -3.261 3.019
H -5.184 -2.596 -0.099
H 1.487 7.299 -0.616
H 1.700 -1.750 4.785
H -0.169 -3.038 -1.388
C -0.008 5.776 -0.523
H -4.903 -0.348 4.277
C -2.193 -0.699 -3.986
O -4.030 -1.096 -0.832
C -0.262 -1.953 -1.455
H 5.441 -0.335 -2.374
H -0.017 -1.645 -2.472
H -4.987 -2.640 -1.865
H -1.790 -1.299 -4.792
C -4.215 -0.055 3.495
C 1.074 -2.011 3.942
H 6.006 -4.894 -1.307
C 4.528 -3.346 -1.083
H -0.833 6.442 -0.729
C -2.659 1.441 -3.031
C -3.386 -0.579 -1.898
C 3.233 -3.005 -0.591
H -1.745 3.105 -1.209
H 6.296 -2.650 -2.087
C -4.483 -2.461 -0.916
H 1.513 -3.810 0.428
H -0.141 -3.373 5.070
C -3.827 0.769 1.238
O -1.517 1.008 0.477
C 2.980 3.140 0.525
C -2.839 -1.329 -2.935
C 3.669 5.785 0.002
C 4.630 4.895 0.381
C 2.755 -1.672 -0.722
C -2.082 0.688 -4.034
H -2.917 -2.407 -2.918
C -3.298 0.811 -1.969
H -2.649 2.525 -3.084
C 4.223 -5.665 -0.369
C 1.989 4.020 0.081
C -2.840 -0.091 3.703
C -1.686 3.934 -0.502
C 4.275 3.559 0.670
H -1.572 -3.973 3.145
C -1.973 0.291 2.692
C 3.591 -0.741 -1.377
H -0.904 0.310 2.874
H -2.095 3.610 0.457
C 0.521 -1.787 1.596
C 1.274 6.249 -0.450
H -5.757 0.535 2.143
H -1.170 -2.957 0.939
H -1.587 1.173 -4.863
C 4.835 -1.076 -1.868
H -4.697 2.278 -1.606
C 0.038 -2.923 4.102
S 2.500 1.492 0.914
N 0.702 3.538 -0.068
H -2.438 -0.392 4.662
N -4.128 1.604 -1.101
Ge 0.925 -1.088 -0.175
C -2.453 0.657 1.449
H 5.659 5.209 0.488
H 2.129 -0.739 2.591
```

Values from the calculation:
Multiplicity ... 2
Total charge ... +3
E_LUMO (alpha / beta) ... -11.232 / -11.112 eV
Gap between HOMO and LUMO (alpha / beta) ... 0.11913 / 0.10280 Ha
HOMO energy (alpha / beta) ... -14.474 / -13.909 eV

---

M in g/mol, matching the order above: 1457.35; 877.27